Record 1
21
Properties=species:S:1:pos:R:3 method="wB97M-V/def2-TZVPD" s2=8.8005 orbital_gap_ev="8.60 / 5.72" energy_ha=-6579.58328 multiplicity=6 charge=+4 fmax_ev_per_a=12.01 homo_energy_ev="-23.5 / -23.9"
Fe -0.1805 -2.0676 -3.6382
Lu -0.8970 0.9204 0.3103
Cl -1.0576 -3.3873 -2.2252
Cl -2.5797 2.5605 -0.0323
C 1.3698 1.6116 0.6262
C 0.3831 -2.3483 -5.3718
C -0.0453 -0.3081 -3.1782
O 2.5177 1.7213 0.6041
O 1.0382 -2.6382 -6.3066
O 0.2381 0.7714 -2.7566
Br -0.6794 -4.1817 3.7311
C -1.3478 -2.4582 3.2391
C -2.3079 -1.8285 4.0328
C -2.7506 -0.5697 3.6737
C -2.2417 0.0555 2.5423
N -1.3956 -0.6322 1.6954
C -0.8605 -1.8432 2.0953
H -2.6533 -2.3301 4.9341
H -3.4848 -0.0467 4.2847
H -2.4898 1.0980 2.2469
H -0.0876 -2.2363 1.4514



Record 2
16
Properties=species:S:1:pos:R:3 method="wB97M-V/def2-TZVPD" orbital_gap_ev=8.29 energy_ha=-4261.64923 fmax_ev_per_a=4.19 homo_energy_ev=-9.0
C 0.1112 -0.4166 0.4102
C 0.0653 0.6463 -0.5317
C -1.0765 -0.9045 0.7936
C -1.0473 1.3631 -0.8137
C -2.2148 -0.4531 0.1936
C -2.2202 0.8595 -0.2366
C -3.5075 -1.1934 0.0947
C -4.4368 -0.3376 0.9584
Cl -3.5131 -2.7431 0.8294
Cl -3.9939 -1.4981 -1.5465
Cl -5.8626 -0.5421 0.2405
Br -3.8788 1.9659 -0.1311
H 1.1362 -0.7967 0.8484
H 0.9858 0.8885 -1.0473
H -1.2516 -1.8051 1.4725
H -0.9374 2.4242 -1.2009



Record 3
19
Properties=species:S:1:pos:R:3 method="wB97M-V/def2-TZVPD" orbital_gap_ev=8.73 energy_ha=-3655.77369 charge=-1 smiles="O=C1O[C@](Br)(S(=O)(=O)[O-])c2ccccc21" fmax_ev_per_a=3.20 homo_energy_ev=-5.8
O -0.4895 -2.9208 1.4984
C -0.5761 -1.7899 1.0963
O -1.7845 -1.1521 0.9401
C -1.5846 0.0468 0.3211
Br -2.7554 1.5781 1.0774
S -2.0885 -0.0032 -1.4985
O -3.4760 -0.3890 -1.4942
O -1.8096 1.3483 -1.9311
O -1.1527 -1.0003 -1.9743
C -0.1707 0.3449 0.3258
C 0.5442 1.4490 -0.1031
C 1.9223 1.3379 -0.1302
C 2.5685 0.1604 0.2425
C 1.8522 -0.9462 0.6609
C 0.4705 -0.8389 0.7077
H 0.0337 2.3473 -0.4115
H 2.5115 2.1823 -0.4561
H 3.6455 0.1141 0.1916
H 2.3392 -1.8687 0.9372



Record 4
20
Properties=species:S:1:pos:R:3 method="wB97M-V/def2-TZVPD" s2=16.0408 orbital_gap_ev="6.83 / 6.76" energy_ha=-1901.08466 multiplicity=8 charge=+2 fmax_ev_per_a=14.35 homo_energy_ev="-17.7 / -17.3"
O 1.2819 0.8505 -5.2779
C 0.5767 0.7237 -4.3928
Gd -0.4729 -0.7976 -0.0762
O -1.9031 0.9759 -2.3486
C -1.4924 0.2491 -1.5440
C -2.1481 -1.0334 1.1387
O -3.0113 -0.9917 1.9344
C 0.5695 -2.3536 0.8198
O 1.3137 -3.0822 1.3305
C -1.3462 -2.6029 -1.2926
O -1.6618 -3.4707 -1.9713
H 0.7557 -1.0778 -1.4426
S 0.5832 3.1271 2.0254
C 1.8610 1.8863 2.2676
C 1.5543 0.7314 1.6613
N 0.2996 0.7899 0.9815
C -0.3334 1.9609 1.0780
H 2.7446 2.0855 2.8371
H 2.1196 -0.1766 1.6342
H -1.2905 2.2061 0.6374



Record 5
89
Properties=species:S:1:pos:R:3 method="wB97M-V/def2-TZVPD" orbital_gap_ev=7.49 energy_ha=-2501.21894 fmax_ev_per_a=4.51 homo_energy_ev=-8.5
O 0.7591 -2.9672 -2.2470
O -0.3632 1.1510 -1.5382
S 1.7800 3.4220 0.0154
C 0.6021 -2.2452 -1.2389
C -0.1513 0.8448 -0.3583
N -1.0678 1.0617 0.6003
N 1.3209 -1.0779 -1.1163
C 3.1069 3.8768 -1.1355
C -0.3709 -2.6150 -0.1499
C -1.0176 0.6422 2.0005
C 2.4380 1.9598 0.8847
C 2.5736 0.7963 -0.0823
C 1.1773 0.0176 -0.0869
H -1.8577 1.6841 0.3503
H 1.8896 -0.8732 -1.8724
H 3.1647 3.1411 -1.9579
H 2.7387 4.7902 -1.6220
H 4.0461 4.0288 -0.5515
H 0.0877 -2.8798 0.8145
H -1.0274 -3.4372 -0.4898
H -0.9843 -1.8299 0.0592
H -0.1411 1.0880 2.4012
H -0.7763 -0.4129 2.0532
H -1.9282 0.9158 2.6344
H 1.9055 1.6230 1.7404
H 3.4472 2.1828 1.2727
H 3.3787 0.1078 0.1442
H 2.8542 1.1303 -1.0800
H 1.1024 -0.5092 0.8630
O -3.1073 -1.0567 -1.7755
H -3.4537 -0.3999 -1.0427
H -3.1729 -2.0363 -1.3811
O 1.7537 6.9793 -1.0057
H 2.6959 6.9066 -1.3019
H 1.1601 6.4900 -1.7239
O 0.4496 -5.3791 0.6687
H -0.5208 -5.5902 0.4745
H 0.5664 -5.4363 1.7539
O -2.6137 -5.6994 0.1296
H -2.3197 -6.2411 -0.6632
H -2.9316 -6.4011 0.8596
O -3.2731 3.2469 1.3049
H -3.3707 3.6953 0.3873
H -2.4269 3.6309 1.7829
O -1.4036 -3.7734 -4.1933
H -0.6970 -3.1161 -3.8718
H -1.2511 -4.6937 -3.7056
O 1.9339 -0.1718 3.8650
H 2.9598 -0.2129 4.1585
H 1.6144 -1.1899 3.7847
O 0.6820 2.3659 -3.5382
H 0.3821 2.1152 -2.5693
H -0.1178 2.9417 -3.9087
O 2.7999 -4.6619 -2.9256
H 2.4357 -5.6628 -2.7684
H 1.9446 -3.9976 -2.8882
O -2.1312 -3.2476 2.8763
H -2.3449 -4.1957 2.6612
H -2.9726 -2.7857 2.6515
O 7.0944 3.9247 -0.4824
H 7.1909 2.9157 -0.6246
H 6.7511 4.3191 -1.3490
O -4.1444 -0.7397 3.9368
H -4.2533 -1.4192 3.1340
H -4.4137 0.2531 3.5275
O -4.7030 1.6579 2.9710
H -4.7342 2.3221 3.7574
H -4.1373 2.1875 2.2601
O -3.8031 -3.5211 -0.7241
H -4.4614 -3.9228 -1.3895
H -3.3279 -4.3474 -0.2822
O -1.2074 -0.6231 -3.7458
H -0.4575 -0.1775 -3.2040
H -1.9495 -0.7624 -3.0194
O 2.5790 0.4388 -3.6690
H 1.9462 1.2394 -3.6002
H 2.6193 0.1677 -4.6611
O 0.3682 1.8688 5.0451
H 0.8188 1.5026 4.2246
H -0.0281 1.1320 5.6908
O 0.4834 -2.6947 3.6119
H 0.9300 -3.5257 3.1640
H -0.5073 -2.6582 3.3907
O -4.4686 0.5334 0.1920
H -4.6824 0.8566 1.1190
H -5.0555 1.0961 -0.4300
O 4.3650 6.7735 -2.0535
H 4.8405 5.9009 -2.2142
H 4.3917 7.2625 -2.9789



Record 6
25
Properties=species:S:1:pos:R:3 method="wB97M-V/def2-TZVPD" orbital_gap_ev=8.22 energy_ha=-3704.54100 charge=-2 fmax_ev_per_a=4.36 homo_energy_ev=-2.9
Ag 1.7046 -1.0390 1.1871
O 1.1425 1.7509 0.3633
As 0.4695 1.5559 2.0466
O -0.5210 2.6791 2.6994
O 1.5103 0.4952 2.9454
C -1.1147 0.7532 0.9239
C -1.6363 1.7768 0.1335
C -2.5636 1.5108 -0.8687
C -3.0554 0.2065 -1.0667
C -2.5899 -0.8445 -0.2932
C -1.6049 -0.5530 0.6754
S -1.0586 -2.0988 1.3988
O -0.4203 -1.6627 2.6460
O -2.1725 -2.9639 1.5743
O -0.0439 -2.5576 0.4003
H 2.1156 1.7512 0.3938
H -1.2943 2.7928 0.2875
H -2.8955 2.3199 -1.5054
H -3.7652 0.0293 -1.8557
H -2.9424 -1.8506 -0.4445
N 4.6663 -0.8383 -4.5555
C 4.4678 -0.5960 -3.4189
N 4.3517 -0.2699 -2.1873
C 3.8468 -0.9275 -1.2247
N 3.4033 -1.4198 -0.2548